[1]
Formula: C37H26AlAsF3N5O6
Source: OMol25
Level of theory: ωB97M-V/def2-TZVPD

Values from the calculation:
* E_HOMO: -0.3180 Eh
* orbital gap: 8.29 eV
* total energy: -4928.807358 a.u.
* energy relative to the best compared isomer or geometry (same formula, charge and spin): 1.444 eV

Structure (ORCA input):
```
! RIJCOSX wB97M-V def2-TZVPD def2/J DEFGRID3
* xyz 0 1
Al 1.16911 1.63939 -0.38480
C 4.06749 -1.03762 -1.03191
C 4.08307 0.41251 -1.36762
N 3.08942 1.26787 -1.26978
C 3.58097 2.49904 -1.65985
C 4.87923 2.38096 -2.01720
N 5.17751 1.05277 -1.83288
C 5.89796 3.35891 -2.51137
O 6.22455 4.32836 -1.66637
O 6.40909 3.22478 -3.58826
C 2.64254 3.64622 -1.57502
O 2.95950 4.76946 -1.87331
O 1.46450 3.23499 -1.15526
H 3.04279 -1.39410 -1.01805
H 4.51303 -1.21233 -0.05079
H 4.63599 -1.60857 -1.76716
H 6.07801 0.63792 -2.00328
H 5.78704 4.20075 -0.80997
N 1.63333 1.50278 3.53858
C 2.31281 1.87343 2.42979
O 1.75249 1.75771 1.29938
C 3.62878 2.32824 2.55386
C 4.23493 2.36681 3.84182
N 4.67206 2.34466 4.91003
C 4.34078 2.82661 1.42972
N 4.93353 3.23898 0.52754
H 0.65479 1.30575 3.46906
H 2.01710 1.70351 4.44733
F -8.36974 1.71415 -0.82840
C -7.65752 2.07996 0.25122
F -8.13753 3.25957 0.67625
F -7.92904 1.17507 1.22159
C -6.18854 2.13712 -0.03605
C -5.37658 3.00921 0.67740
C -4.00864 3.00350 0.46551
C -3.43356 2.11706 -0.45033
C -4.26819 1.26287 -1.17341
C -5.63696 1.27399 -0.97062
C -2.00657 2.03425 -0.57062
C -0.79792 1.93370 -0.52491
H -5.81602 3.68733 1.39699
H -3.36748 3.68517 1.00999
H -3.83346 0.57249 -1.88482
H -6.27999 0.61151 -1.53619
O 0.98663 -0.19652 -0.52524
As -0.02746 -1.50046 -0.21003
C -1.67847 -1.29310 0.74055
C -1.79934 -0.37490 1.77605
C -2.97644 -0.30622 2.49880
C -4.02716 -1.16751 2.19513
C -3.90234 -2.08713 1.16635
C -2.72448 -2.15329 0.43092
C 1.00422 -2.67210 0.89116
C 0.60139 -3.97844 1.15173
C 1.35769 -4.76510 2.00540
C 2.49605 -4.24379 2.60860
C 2.87779 -2.93014 2.37095
C 2.13140 -2.13829 1.50819
C -0.48533 -2.28948 -1.88028
C -0.13096 -3.58715 -2.22495
C -0.56896 -4.10874 -3.43503
C -1.34756 -3.33459 -4.28483
C -1.66898 -2.02364 -3.94896
C -1.24029 -1.49484 -2.74289
H -0.99132 0.31695 1.95256
H -3.08848 0.42808 3.28613
H -4.95254 -1.11164 2.75578
H -4.72573 -2.74882 0.92740
H -2.63456 -2.85917 -0.38564
H -0.30380 -4.37532 0.70787
H 1.05213 -5.78360 2.21002
H 3.08076 -4.86223 3.27816
H 3.74888 -2.51501 2.86335
H 2.40655 -1.10726 1.31920
H 0.48761 -4.18324 -1.56672
H -0.30256 -5.12072 -3.71442
H -1.70345 -3.75340 -5.21767
H -2.25393 -1.41565 -4.62798
H -1.47161 -0.47032 -2.46750
*
```

***

[2]
Formula: C4H11NO2
Source: OMol25
Level of theory: ωB97M-V/def2-TZVPD

Values from the calculation:
* E_HOMO: -0.2754 Eh
* orbital gap: 8.24 eV
* total energy: -364.132364 a.u.
* energy relative to the best compared isomer or geometry (same formula, charge and spin): 3.696 eV
* SMILES: C=C/C=C/N.O.O

Structure (ORCA input):
```
! RIJCOSX wB97M-V def2-TZVPD def2/J DEFGRID3
* xyz 0 1
C -0.66151 2.32659 -1.43717
C -0.75995 1.46739 -0.44316
C 0.47047 1.05174 0.23418
C 0.47829 -0.01060 1.11216
N 1.79085 -0.65188 1.26284
H -1.55064 2.61028 -2.09366
H 0.23102 2.79319 -1.73073
H -1.74656 1.04085 -0.05895
H 1.34352 1.48491 -0.13642
H -0.21908 -0.35392 1.69583
H 2.01398 -1.05161 2.12195
H 2.62834 -0.23741 0.81512
O -0.79373 -1.89776 0.91406
H -0.44263 -2.62885 1.37686
H -1.41996 -2.34000 0.28066
O -0.67794 -1.46948 -1.44065
H 0.24280 -1.52981 -1.23030
H -0.92727 -0.60361 -1.24261
*
```

***

[3]
Formula: C34H39HgN5O2P2S2
Source: OMol25
Level of theory: ωB97M-V/def2-TZVPD

Values from the calculation:
* E_HOMO (spin up / spin down): -0.2679 / -0.1933 Eh
* orbital gap (spin up / spin down): 5.93 / 3.91 eV
* total energy: -3375.478406 a.u.
* energy relative to the best compared isomer or geometry (same formula, charge and spin): 0.000 eV

Structure (ORCA input):
```
! RIJCOSX wB97M-V def2-TZVPD def2/J DEFGRID3
* xyz 0 1
Hg -1.86947 -4.75522 -0.32667
C -1.62622 -6.50932 -1.43769
C -1.00914 -5.65838 -2.39118
C -1.65020 -5.18476 -3.64494
C -3.14093 -4.82511 -3.49861
C -3.44762 -4.27970 -2.14635
C -4.10127 -4.94933 -1.12652
C -4.19361 -6.43738 -1.00001
C -2.98432 -7.18441 -1.61849
C -1.97708 -3.18939 1.05520
H -0.92945 -7.12070 -0.84712
H 0.07782 -5.76024 -2.47241
H -1.55023 -5.94627 -4.44183
H -1.08734 -4.31771 -4.02505
H -3.38369 -4.06765 -4.26984
H -3.73778 -5.71851 -3.73340
H -3.43479 -3.18773 -2.10551
H -4.78499 -4.38264 -0.48455
H -5.12487 -6.86300 -1.40557
H -4.24989 -6.66419 0.07780
H -2.92136 -8.17016 -1.12965
H -3.18839 -7.36668 -2.68098
H -1.43244 -3.39917 1.98025
H -3.03145 -3.01462 1.29301
H -1.55351 -2.28552 0.60709
P -1.83478 -0.07699 -1.95203
P 1.34851 -0.89566 -1.78144
N -3.70076 -0.66796 -2.02084
N -2.28587 1.30699 -2.81834
N 1.46446 -2.57297 -0.86669
N 3.03700 -0.82549 -2.15581
C -1.05788 -1.19968 -3.25987
C 0.49802 -1.28672 -3.34497
C -4.37364 -1.07362 -0.86093
C -5.70668 -1.36942 -1.15769
C -5.87003 -1.14922 -2.56667
C -4.63584 -0.70546 -3.05816
C -2.58643 2.48653 -2.11660
C -2.82973 3.48465 -3.03770
C -2.72342 2.90236 -4.34268
C -2.42390 1.55801 -4.17906
C 1.38677 -2.82466 0.49659
C 1.43665 -4.19765 0.72395
C 1.57393 -4.81212 -0.55549
C 1.57189 -3.79801 -1.51240
C 3.65177 -1.85131 -2.88818
C 5.01151 -1.85344 -2.62762
C 5.26836 -0.80727 -1.68790
C 4.05098 -0.21946 -1.38643
H -1.47733 -0.90191 -4.23268
H -1.45758 -2.20579 -3.03400
H 0.79430 -2.30052 -3.65069
H 0.87482 -0.61026 -4.13318
H -3.86481 -1.08590 0.09616
H -6.47000 -1.70384 -0.45655
H -6.78211 -1.27390 -3.14292
H -4.37608 -0.39687 -4.06675
H -2.58105 2.47439 -1.04368
H -3.06722 4.50608 -2.80486
H -2.85906 3.39574 -5.28646
H -2.29751 0.76208 -4.89070
H 1.31808 -1.98421 1.17223
H 1.33171 -4.68216 1.68541
H 1.64111 -5.87154 -0.75564
H 1.64488 -3.87955 -2.59662
H 3.05849 -2.46578 -3.53859
H 5.72742 -2.53619 -3.05908
H 6.23041 -0.52160 -1.29415
H 3.80553 0.56364 -0.69139
O 3.66321 0.18607 2.23958
S 2.23863 0.43060 2.15309
O 1.35629 -0.18020 3.11791
N 1.72305 0.15848 0.59434
C 1.25371 1.24674 0.01134
S 0.77769 1.13873 -1.66440
C 1.34529 2.46398 0.77626
C 1.11241 3.78845 0.38415
C 1.46000 4.80733 1.27364
C 2.01827 4.50738 2.52833
C 2.25309 3.17570 2.90915
C 1.92600 2.16686 2.01673
H 0.68629 3.97978 -0.60302
H 1.28755 5.84539 0.98817
H 2.28869 5.32080 3.20500
H 2.67682 2.91859 3.87651
*
```

***

[4]
Formula: C29H18BrClIMnN5O4Se
Source: OMol25
Level of theory: ωB97M-V/def2-TZVPD

Values from the calculation:
* E_HOMO (spin up / spin down): -0.2457 / -0.2742 Eh
* orbital gap (spin up / spin down): 5.50 / 6.27 eV
* total energy: -8575.123834 a.u.
* <S²>: 8.76
* energy relative to the best compared isomer or geometry (same formula, charge and spin): 0.816 eV

Structure (ORCA input):
```
! RIJCOSX wB97M-V def2-TZVPD def2/J DEFGRID3
* xyz 0 6
Mn 0.30902 0.17223 -0.83949
Se 2.12532 3.91663 5.79911
N 2.96292 2.75363 4.74481
C 2.20132 2.52393 3.68781
C 2.54052 1.61303 2.63671
C 3.72432 0.88643 2.61961
C 3.96442 0.01563 1.57091
C 2.99782 -0.13237 0.57801
N 1.86162 0.54373 0.56611
C 1.61842 1.44213 1.56291
C 0.41202 2.18623 1.51331
N -0.39878 2.01983 0.43811
C -1.57608 2.60263 0.43111
C -2.03788 3.42963 1.45821
C -1.20738 3.67193 2.53471
C 0.03982 3.05613 2.58021
C 0.95562 3.23203 3.66271
N 0.73092 4.02003 4.70201
H 4.42522 1.01753 3.42961
H 4.87952 -0.55087 1.52061
H 3.14992 -0.82907 -0.23839
H -2.20148 2.39413 -0.42599
H -3.02178 3.86543 1.40031
H -1.50128 4.31083 3.35311
Cl 0.63052 -3.10517 -6.79849
C 0.90162 -2.08497 -5.43179
C 2.09362 -1.39067 -5.34779
C 2.34072 -0.56507 -4.26129
I 4.11412 0.54123 -4.06489
C 1.41662 -0.43237 -3.22489
O 1.60542 0.30373 -2.17019
C 0.18342 -1.13787 -3.33339
N -0.67918 -0.94627 -2.29899
C -1.84698 -1.58727 -2.33869
C -2.20278 -2.43407 -3.38159
C -1.33548 -2.64727 -4.43689
C -0.09558 -1.97877 -4.43469
H 2.83912 -1.49527 -6.12169
H -2.50788 -1.43217 -1.49569
H -3.15378 -2.93967 -3.35119
H -1.57938 -3.32387 -5.24069
C -1.20458 3.10363 -3.01429
O -0.42468 1.98093 -2.64129
H -1.96078 2.81673 -3.75369
H -0.57908 3.90003 -3.42139
H -1.69818 3.47443 -2.11949
H 0.21562 1.82073 -3.34379
Br -3.57118 -4.37047 5.44241
C -2.61688 -3.56817 4.01381
C -2.57788 -2.18587 3.92361
C -1.90228 -1.60927 2.86691
C -1.25358 -2.39787 1.91791
C -1.29208 -3.78367 2.03491
C -1.98298 -4.37257 3.07991
C -0.54038 -1.68667 0.81541
O 0.42752 -2.15717 0.20161
O -0.97778 -0.52007 0.53611
H -3.06448 -1.57027 4.66611
H -1.86318 -0.53467 2.77031
H -0.78748 -4.39727 1.30481
H -2.02418 -5.44807 3.16691
*
```